No. 1
26
Properties=species:S:1:pos:R:3:nbo_charge:R:1 method="wB97M-V/def2-TZVPD" orbital_gap_ev="3.154 / 8.278" spin_multiplicity=2 charge=-1
C 2.0211 1.5470 -0.9139 -0.659
C 1.1095 1.8888 0.2362 0.206
C 0.1622 2.8575 0.1723 -0.560
C 0.3822 1.0527 2.4360 -0.508
N 1.0926 0.8269 1.1505 -0.654
H 2.1970 2.4460 -1.5785 0.203
H 1.3937 0.8808 -1.5435 0.233
H 3.0400 1.2042 -0.6173 0.226
H -0.1149 3.5418 -0.6582 0.199
H -0.5168 3.0170 0.9622 0.187
H 1.0849 1.5717 3.1016 0.189
H 0.2790 0.2020 3.0812 0.199
H -0.6082 1.4265 2.1797 0.186
H 1.1073 -0.0747 0.6872 0.400
H -3.0129 -1.5540 -1.8769 0.492
H -1.5134 -1.6736 -2.2054 0.461
O -2.3901 -1.9011 -2.5167 -0.984
H 1.8419 -1.8038 -2.5363 0.472
H 1.5103 -2.1544 -0.9735 0.505
O 2.1113 -1.7759 -1.6189 -0.993
H -3.2274 -1.6855 0.9432 0.317
H -2.2212 -0.6166 0.7191 0.435
O -2.9130 -1.0879 0.2317 -1.211
H -0.6785 -3.0414 1.0720 0.376
H -1.5116 -2.4675 -0.1340 0.478
O -0.6251 -2.6264 0.2003 -1.194

No. 2
40
Properties=species:S:1:pos:R:3:nbo_charge:R:1 method="wB97M-V/def2-TZVPD" orbital_gap_ev=8.912 spin_multiplicity=1 charge=-1
O -21.9017 12.3764 5.0002 -0.550
C -22.5823 11.4907 5.5006 0.681
O -22.9649 11.3904 6.8657 -0.680
B -23.7558 10.1392 6.9946 1.165
O -23.8526 9.5699 5.6297 -0.628
C -23.2466 10.2833 4.7647 0.684
O -23.0848 10.0274 3.5664 -0.576
O -25.0490 10.3974 7.6776 -0.644
C -25.1802 9.7345 8.7683 0.715
O -26.0425 9.5040 9.5966 -0.570
C -23.7508 8.9980 8.9214 0.657
O -23.0240 9.2770 7.9090 -0.637
O -23.4731 8.1358 9.8390 -0.617
O -30.4596 11.8828 5.8011 -0.939
H -30.2318 10.9867 5.5537 0.469
H -31.0178 11.7843 6.5724 0.470
O -18.6776 9.4019 -1.3709 -0.940
H -18.0746 9.5906 -0.6518 0.468
H -19.5249 9.7251 -1.0647 0.472
O -20.2773 17.5048 6.8636 -0.940
H -20.8014 16.7232 6.6884 0.475
H -20.1833 17.9270 6.0097 0.465
O -31.8565 10.5505 9.9122 -0.940
H -32.5286 9.8714 9.8544 0.465
H -31.0362 10.0681 10.0151 0.475
O -19.2785 13.2197 10.0998 -0.940
H -18.3521 13.4132 9.9561 0.464
H -19.6562 13.1883 9.2208 0.476
O -23.6437 14.0540 11.9148 -0.934
H -23.5344 14.6633 12.6449 0.461
H -22.7587 13.9285 11.5724 0.473
O -18.7801 6.8846 13.7514 -0.941
H -18.3423 7.7248 13.8882 0.465
H -19.5684 7.1029 13.2543 0.475
O -26.8984 14.9529 4.8967 -0.938
H -26.4203 15.5313 5.4910 0.465
H -27.4494 14.4211 5.4709 0.474
O -28.6593 8.8397 15.8617 -0.939
H -28.1406 8.7735 15.0600 0.474
H -29.2657 9.5616 15.6963 0.466

No. 3
28
Properties=species:S:1:pos:R:3:nbo_charge:R:1 method="wB97M-V/def2-TZVPD" orbital_gap_ev=7.705 smiles="CC/C(N)=C/N.O.O.O.O" spin_multiplicity=1 charge=0
C -2.0530 2.3296 -1.6618 -0.601
C -0.5289 2.2959 -1.2303 -0.434
C -0.1327 1.1229 -0.3555 0.118
N -1.2325 0.2408 0.1120 -0.832
C 1.0572 0.5447 -0.4214 -0.108
N 1.5531 -0.6538 0.1536 -0.864
H -2.7542 1.7678 -1.0776 0.202
H -2.1266 1.8782 -2.6743 0.206
H -2.3647 3.3292 -1.6857 0.215
H -0.1174 3.1474 -0.6656 0.229
H 0.0192 2.1391 -2.2596 0.216
H -2.1291 0.1971 -0.2743 0.385
H -0.9490 -0.5621 0.4013 0.336
H 1.8111 1.2559 -0.9851 0.180
H 0.8998 -1.4235 0.0808 0.360
H 2.4975 -0.7248 -0.2657 0.394
O -1.6841 -2.5070 -0.5759 -0.959
H -0.7371 -2.1637 -0.5213 0.480
H -1.8857 -3.3039 -0.2143 0.473
O 2.1027 2.5860 2.5865 -0.956
H 2.8775 2.6252 1.9769 0.478
H 1.6868 1.6872 2.6100 0.479
O 0.6140 -1.3616 3.2712 -0.920
H 0.9968 -1.5458 2.4506 0.462
H 0.4740 -0.4289 3.0966 0.457
O 0.6218 -3.9789 -0.2693 -0.941
H 1.3484 -3.8172 -0.8242 0.467
H 0.1351 -4.6760 -0.7776 0.479

No. 4
26
Properties=species:S:1:pos:R:3:nbo_charge:R:1 method="wB97M-V/def2-TZVPD" orbital_gap_ev=11.159 spin_multiplicity=1 charge=+1
C -0.7990 0.7049 -0.8740 -0.251
C -0.9065 1.6305 0.3289 -0.257
C -1.5407 2.9322 -0.0466 -0.606
C -1.4935 0.9565 1.5837 -0.621
N 0.4350 -0.1657 -0.9597 -0.672
H -1.7187 0.0837 -0.8746 0.229
H -1.0851 1.1815 -1.8079 0.238
H 0.0834 1.9919 0.6961 0.210
H -2.4879 2.7712 -0.6520 0.209
H -1.6141 3.4636 0.9071 0.236
H -1.0484 3.5291 -0.8238 0.225
H -0.8278 0.1285 1.9156 0.209
H -2.3207 0.3334 1.2593 0.205
H -1.8750 1.4929 2.4714 0.250
H 0.5293 -0.6295 -0.0353 0.475
H 0.3213 -0.8916 -1.6569 0.457
H 1.2296 0.4398 -1.1311 0.438
H 1.1080 -2.7833 -1.5509 0.485
H 2.4300 -2.5758 -2.4407 0.512
O 1.7701 -2.1613 -1.8615 -0.984
H 3.7591 -0.9585 0.2792 0.476
H 3.1997 -2.1860 0.8477 0.470
O 3.0249 -1.2330 0.8446 -0.943
H -0.6007 -2.6887 1.7975 0.506
H 0.6272 -2.9184 0.8254 0.482
O -0.1996 -2.4480 0.9582 -0.977

No. 5
26
Properties=species:S:1:pos:R:3:nbo_charge:R:1 method="wB97M-V/def2-TZVPD" orbital_gap_ev=10.936 smiles=CCCC.O.O.O.O spin_multiplicity=1 charge=0
C 1.8223 -0.4140 -0.6102 -0.594
C 2.1371 0.1311 0.7402 -0.396
C 1.0315 -0.0137 1.7789 -0.408
C 0.8792 1.2696 2.5961 -0.600
H 0.9038 -0.0165 -1.0144 0.195
H 1.6780 -1.5145 -0.5506 0.203
H 2.5746 -0.2876 -1.2489 0.199
H 2.3334 1.2339 0.6045 0.179
H 3.0660 -0.2975 1.1781 0.203
H 1.2094 -0.7807 2.6048 0.200
H 0.1141 -0.3917 1.2979 0.217
H 0.1532 2.0670 2.0951 0.179
H 1.8117 1.7068 2.7053 0.204
H 0.2460 0.9162 3.4640 0.216
O -2.4614 -2.1961 -1.8135 -0.998
H -2.5711 -1.1681 -1.6835 0.508
H -1.6763 -2.3692 -2.2442 0.459
O -2.7742 0.5174 -1.6778 -0.941
H -2.4616 1.0887 -0.9945 0.492
H -2.9288 0.9789 -2.4387 0.487
O -1.0296 -2.7720 1.1549 -0.984
H -1.4862 -2.6865 0.2659 0.506
H -0.9634 -3.6551 1.4818 0.474
O -0.8493 2.8805 -2.6029 -0.977
H -0.4421 3.2431 -1.8086 0.491
H -0.3162 2.5300 -3.2796 0.487

No. 6
27
Properties=species:S:1:pos:R:3:nbo_charge:R:1 method="wB97M-V/def2-TZVPD" orbital_gap_ev=10.251 smiles=CO.CO.CO.CO.O spin_multiplicity=1 charge=0
C -0.3507 -0.2618 -1.9425 -0.259
O 0.1222 0.9508 -1.3419 -0.765
H -0.5138 -1.0353 -1.1920 0.167
H -1.2238 -0.1374 -2.5830 0.190
H 0.4500 -0.6201 -2.5894 0.166
H 0.8565 0.6646 -0.7936 0.497
C 3.2567 0.9834 -0.5795 -0.263
O 2.3556 0.3825 0.3744 -0.755
H 2.8046 1.8901 -0.9816 0.202
H 4.2168 1.1163 -0.0809 0.176
H 3.4121 0.2150 -1.3368 0.171
H 2.9197 -0.0800 0.9985 0.479
C -1.8097 1.3184 1.2360 -0.258
O -2.5260 2.2889 2.0096 -0.717
H -2.2511 1.0315 0.2816 0.179
H -0.8087 1.6294 0.9371 0.171
H -1.6834 0.3888 1.7910 0.159
H -1.9902 2.4409 2.7915 0.461
C -0.1157 -3.2845 1.3399 -0.247
O -1.2584 -3.1075 2.1370 -0.706
H 0.1758 -4.3158 1.5385 0.160
H -0.2825 -3.0852 0.2813 0.183
H 0.7263 -2.7032 1.7160 0.153
H -0.8856 -3.3050 2.9993 0.458
O -1.9047 2.5419 -2.5418 -0.950
H -2.5589 1.8568 -2.4044 0.457
H -1.1334 2.2365 -2.0643 0.488

No. 7
29
Properties=species:S:1:pos:R:3:nbo_charge:R:1 method="wB97M-V/def2-TZVPD" orbital_gap_ev="5.984 / 7.552" spin_multiplicity=4 charge=0
V 0.7502 -0.1178 0.1494 1.282
C -2.1115 -3.1828 0.7308 -0.616
C -1.4711 -1.9149 1.2402 -0.028
O -0.1323 -1.8533 0.9333 -0.943
H -1.7084 -4.0472 1.2598 0.203
H -1.9735 -3.3032 -0.3460 0.182
H -3.1959 -3.1775 0.9124 0.188
H -1.6401 -1.8539 2.3381 0.117
H -2.0216 -1.0305 0.8392 0.097
C 0.0022 3.1611 -0.9587 -0.637
C 1.2683 2.4979 -1.5018 -0.019
O 1.7827 1.5063 -0.7086 -0.935
H -0.2383 4.0558 -1.5405 0.207
H 0.1802 3.4863 0.0734 0.176
H -0.8494 2.4732 -0.9902 0.175
H 2.0022 3.3091 -1.6914 0.127
H 1.0444 2.1130 -2.5231 0.114
O 2.0136 -1.4423 -1.1645 -0.914
H 2.9546 -1.4044 -1.3495 0.501
H 1.6505 -2.1452 -1.7075 0.489
O -0.8046 -0.2542 -1.5299 -0.910
H -1.7361 -0.0265 -1.5864 0.498
H -0.7193 -1.1061 -1.9674 0.489
O -0.5567 1.2292 1.3679 -0.925
H -0.9411 1.0536 2.2300 0.499
H -0.7875 2.1284 1.1182 0.505
O 2.1396 -0.0482 1.8640 -0.916
H 2.5138 0.7198 2.3009 0.499
H 2.5850 -0.8258 2.2082 0.497

No. 8
29
Properties=species:S:1:pos:R:3:nbo_charge:R:1 method="wB97M-V/def2-TZVPD" orbital_gap_ev=8.035 smiles="CC(C)=CN.O.O.O.O.O" spin_multiplicity=1 charge=0
C -0.9150 1.6804 0.6982 -0.651
C 0.5509 1.7909 0.4465 -0.110
C 1.1615 3.1634 0.2690 -0.629
C 1.4096 0.7722 0.4250 0.001
N 1.1250 -0.6025 0.2909 -0.835
H -1.5077 0.7766 0.7184 0.199
H -1.0988 2.2310 1.6216 0.217
H -1.4507 2.1330 -0.1526 0.222
H 1.9763 3.3384 0.9785 0.214
H 1.5945 3.2725 -0.7261 0.215
H 0.5313 4.0247 0.4586 0.212
H 2.4840 0.9071 0.3488 0.177
H 1.7272 -1.1864 0.8512 0.368
H 0.1601 -0.8095 0.4543 0.392
O -0.9617 -2.2558 -0.9820 -0.944
H -1.4132 -1.6553 -1.5888 0.480
H -0.5865 -2.9214 -1.5679 0.467
O 2.6862 -2.0009 -2.4922 -0.932
H 1.7359 -1.9295 -2.3500 0.464
H 2.9550 -2.2565 -1.6145 0.467
O -3.3103 -0.6672 2.3844 -0.930
H -2.4497 -0.2383 2.3404 0.465
H -3.5483 -0.6764 1.4808 0.469
O -0.6103 -2.2842 2.2854 -0.961
H -0.5081 -3.2302 2.3184 0.478
H -1.2990 -1.9822 2.8675 0.483
O -0.5203 0.3292 -3.1774 -0.949
H 0.1913 0.1261 -2.5556 0.478
H -0.1093 0.1510 -4.0307 0.472

No. 9
29
Properties=species:S:1:pos:R:3:nbo_charge:R:1 method="wB97M-V/def2-TZVPD" orbital_gap_ev=9.368 smiles="C=CCCN.O.O.O.O.O" spin_multiplicity=1 charge=0
C -1.7808 0.9118 1.5694 -0.421
C -1.0925 -0.0016 2.2253 -0.187
C 0.5220 0.1174 2.0171 -0.473
C 1.0199 -1.3181 1.5832 -0.214
N 0.7554 -1.6571 0.2172 -0.858
H -1.2569 1.7031 1.0608 0.220
H -2.8500 0.7309 1.4240 0.190
H -1.3057 -0.7957 2.9311 0.197
H 0.7839 0.9796 1.3546 0.255
H 0.9900 0.4476 2.9898 0.200
H 0.6466 -2.0015 2.3088 0.166
H 2.1339 -1.2740 1.7733 0.170
H 0.5088 -2.6642 0.1873 0.357
H -0.0256 -1.1979 -0.1927 0.361
O 0.8885 -1.6397 -2.5919 -0.968
H 1.6219 -2.1573 -2.3393 0.494
H 0.2377 -1.4341 -1.9963 0.489
O -1.7594 -2.0191 -1.5186 -0.949
H -2.4428 -2.3612 -0.9282 0.478
H -2.3853 -1.5570 -2.1295 0.477
O 1.2891 1.2133 -2.4215 -0.989
H 1.2076 0.2910 -2.7086 0.505
H 1.8497 1.2758 -1.6715 0.466
O -1.6585 2.3279 -0.9387 -0.944
H -1.2221 3.0315 -1.4086 0.472
H -1.2322 1.5143 -1.2732 0.482
O 1.4360 2.4424 0.4953 -0.944
H 2.3240 2.5245 0.1997 0.477
H 0.7968 2.5673 -0.2180 0.489

Which value of charge does entry 5 give? 0